Entry 1:
DFT (ωB97M-V/def2-TZVPD) results for C27H26FN5O4 in the gas phase.

* SMILES: CCn1cc(C(=O)NCc2cccnc2)c(=O)c2cc(F)c(N3CCN(C(=O)c4ccco4)CC3)cc21
* LUMO: 0.3 eV
* multiplicity: 1
* E_HOMO: -8.288 eV
* orbital gap: 8.570 eV

Positions of all 63 atoms, in Å:
C1 -1.30309 -3.67976 0.49085
C2 -0.61767 -3.16620 -0.77151
N1 0.00334 -1.87141 -0.55394
C3 1.25240 -1.85352 -0.05801
C4 1.98507 -0.73647 0.20563
C5 3.35528 -0.95912 0.75422
O1 3.80508 -2.08568 0.91266
N2 4.02228 0.16449 1.06780
C6 5.38434 0.14623 1.54709
C7 6.35652 0.49861 0.45287
C8 6.44597 -0.29176 -0.68871
C9 7.33411 0.06619 -1.68754
C10 8.10330 1.20646 -1.50509
N3 8.02815 1.96508 -0.42598
C11 7.17498 1.61959 0.52211
C12 1.43294 0.56973 -0.07949
O2 2.01557 1.64252 0.10528
C13 0.07428 0.52214 -0.61724
C14 -0.54911 1.72212 -0.96726
C15 -1.84329 1.74361 -1.39950
F1 -2.34253 2.94269 -1.79774
C16 -2.64589 0.58059 -1.43380
N4 -3.99088 0.64378 -1.76435
C17 -4.77561 -0.57166 -1.83602
C18 -5.18466 -1.05385 -0.41253
N5 -4.78954 -0.02940 0.53188
C19 -3.67195 -0.25840 1.27589
O3 -3.30199 -1.40576 1.49578
C20 -2.85644 0.84845 1.78452
C21 -1.67066 0.70163 2.46632
C22 -1.12668 1.99237 2.60751
C23 -2.00891 2.83497 2.00089
O4 -3.05175 2.16035 1.50123
C24 -5.35340 1.25167 0.18697
C25 -4.80654 1.70346 -1.19766
C26 -1.98527 -0.61858 -1.17225
C27 -0.64162 -0.67639 -0.79196
H1 -1.80129 -4.62290 0.28364
H2 -0.56665 -3.84234 1.27384
H3 -2.03483 -2.96424 0.85692
H4 -1.32433 -3.09115 -1.59938
H5 0.16937 -3.86261 -1.07394
H6 1.71084 -2.81311 0.14384
H7 3.58449 1.05098 0.82038
H8 5.48265 0.84608 2.38218
H9 5.57906 -0.87277 1.89936
H10 5.82745 -1.17328 -0.77941
H11 7.43009 -0.52537 -2.58527
H12 8.81364 1.53043 -2.25478
H13 7.14885 2.27294 1.38580
H14 0.01901 2.63676 -0.89797
H15 -4.22555 -1.33903 -2.37918
H16 -5.66864 -0.33117 -2.41976
H17 -6.26473 -1.21060 -0.34998
H18 -4.67903 -1.97716 -0.12863
H19 -1.25999 -0.22517 2.80917
H20 -0.20412 2.25673 3.08017
H21 -2.00502 3.89807 1.86033
H22 -6.44018 1.12254 0.14331
H23 -5.13006 1.98324 0.95859
H24 -4.23901 2.61986 -1.08903
H25 -5.63079 1.89769 -1.88966
H26 -2.54743 -1.53324 -1.19951

Entry 2:
DFT (ωB97M-V/def2-TZVPD) results for a molecular structure, C27H26FN7ORhSe.

* LUMO (spin up / spin down): -3.8 / -3.9 eV
* multiplicity: 1
* E_HOMO (spin up / spin down): -9.934 / -9.924 eV
* total charge: +1
* orbital gap (spin up / spin down): 6.121 / 6.043 eV

Positions of all 64 atoms, in Å:
Rh1 0.20223 -0.14661 -0.19687
O1 -0.86064 -0.00365 1.95181
C1 -2.09558 -0.69150 2.09958
C2 -2.32538 -1.62834 0.94228
C3 -3.32728 -2.58705 0.99554
C4 -3.49516 -3.44355 -0.07910
C5 -2.66492 -3.31860 -1.18469
C6 -1.70887 -2.32271 -1.17515
N1 -1.55408 -1.50346 -0.13107
H1 -0.86062 0.78930 2.49641
H2 -2.92984 0.01632 2.14484
H3 -2.08136 -1.27243 3.02648
H4 -3.96526 -2.66300 1.86506
H5 -4.25698 -4.21038 -0.05332
H6 -2.75395 -3.97775 -2.03546
H7 -1.03506 -2.16387 -2.00946
Se1 1.53865 -2.05744 0.69286
C7 2.77974 -2.94729 1.88828
C8 2.43535 -4.14666 2.48946
C9 3.40614 -4.80587 3.23209
N2 4.63616 -4.33940 3.39667
C10 4.95275 -3.18076 2.83785
C11 4.05993 -2.43998 2.07489
H8 1.45146 -4.57855 2.37039
H9 3.19481 -5.75992 3.70035
H10 5.97039 -2.84019 2.99068
H11 4.36856 -1.51184 1.61676
C12 -3.46246 2.51095 -3.64738
N3 -2.70866 2.28904 -2.42848
C13 -2.67459 3.11266 -1.33381
C14 -1.84285 2.51825 -0.43162
N4 -1.37580 1.34685 -0.96190
C15 -1.90972 1.24045 -2.16094
H12 -3.99508 3.45459 -3.57265
H13 -4.18547 1.71202 -3.80479
H14 -2.79575 2.54783 -4.50731
H15 -3.22766 4.03298 -1.28175
H16 -1.55022 2.86525 0.54393
H17 -1.72189 0.43849 -2.85512
F1 0.84067 -0.43268 -2.06165
N5 4.54212 5.70333 -0.03108
C16 5.52334 6.47293 0.54029
C17 6.16464 7.63716 0.13143
C18 7.13187 8.13974 0.97374
C19 7.45152 7.51131 2.18879
C20 6.81317 6.36292 2.59943
C21 5.83102 5.83081 1.76017
N6 5.04936 4.71426 1.90120
C22 4.30202 4.65907 0.82919
C23 3.32059 3.61609 0.59850
C24 2.53339 3.54302 -0.55315
C25 1.59093 2.54377 -0.66494
N7 1.39315 1.63072 0.28830
C26 2.16614 1.67160 1.38294
C27 3.12807 2.63332 1.57600
H18 4.09450 5.87802 -0.91253
H19 5.91908 8.12191 -0.80412
H20 7.66588 9.03678 0.69243
H21 8.22373 7.94475 2.80875
H22 7.05346 5.87813 3.53467
H23 2.63792 4.25200 -1.36141
H24 0.95937 2.46987 -1.53968
H25 1.97848 0.90830 2.12753
H26 3.72996 2.66199 2.47166

Entry 3:
DFT (ωB97M-V/def2-TZVPD) results for a molecular structure, C27H26FeNP.

* expectation value of S²: 0.822
* LUMO (spin up / spin down): -3.5 / -3.0 eV
* multiplicity: 2
* E_HOMO (spin up / spin down): -11.636 / -11.671 eV
* total charge: +1
* orbital gap (spin up / spin down): 8.173 / 8.690 eV

Positions of all 56 atoms, in Å:
Fe1 -0.08476 0.15344 0.38922
C1 1.62031 2.25329 -0.78797
N1 0.42034 2.10637 0.06224
C2 0.63275 2.82354 1.33210
C3 -0.77010 2.62103 -0.66822
C4 -1.18042 1.56312 -1.66392
C5 -1.73875 1.84815 -2.90107
C6 -2.06940 0.80391 -3.75467
C7 -1.84116 -0.51522 -3.37944
C8 -1.28000 -0.79983 -2.14188
C9 -0.95356 0.23782 -1.27712
H1 1.77740 3.30937 -1.02413
H2 1.48203 1.69204 -1.70978
H3 2.48882 1.87142 -0.25604
H4 0.81029 3.88839 1.15438
H5 1.49965 2.40333 1.84074
H6 -0.24616 2.71992 1.96814
H7 -0.54536 3.58987 -1.12393
H8 -1.56182 2.78070 0.06816
H9 -1.90954 2.87383 -3.20564
H10 -2.49850 1.02087 -4.72384
H11 -2.09630 -1.31900 -4.05713
H12 -1.10582 -1.82974 -1.84957
C10 -2.68804 -5.22977 -0.47671
C11 -3.43829 -4.13524 -0.06540
C12 -2.82374 -3.08113 0.58966
C13 -1.45370 -3.12512 0.84293
C14 -0.70196 -4.22020 0.42844
C15 -1.32362 -5.27155 -0.23136
P1 -0.69299 -1.70966 1.65751
C16 -1.24315 -1.72287 3.37125
C17 -1.46153 -0.52170 4.04064
C18 -1.83777 -0.52936 5.37488
C19 -1.99797 -1.73643 6.03982
C20 -1.78822 -2.93705 5.37375
C21 -1.41578 -2.93458 4.03951
C22 1.09399 -1.87485 1.50427
C23 2.07126 -2.65094 2.13518
C24 3.35773 -2.57673 1.64340
C25 3.66796 -1.75592 0.54835
C26 2.70836 -0.95611 -0.04035
C27 1.40625 -0.99044 0.47400
H13 -3.16882 -6.05047 -0.99202
H14 -4.50175 -4.10072 -0.26029
H15 -3.41123 -2.22473 0.90082
H16 0.36507 -4.25290 0.60959
H17 -0.73996 -6.12360 -0.55337
H18 -1.34161 0.41993 3.51678
H19 -2.01193 0.40347 5.89403
H20 -2.29553 -1.74270 7.07982
H21 -1.92205 -3.87612 5.89364
H22 -1.27338 -3.87075 3.51278
H23 1.82718 -3.30280 2.96482
H24 4.14114 -3.16982 2.09677
H25 4.68362 -1.74529 0.17414
H26 2.96989 -0.30974 -0.86835